Entry 1:
The following is a DFT calculation (wB97M-V/def2-TZVPD) of an isolated ion of composition C2H9P2S and charge +1.

Last column: natural (NBO) charge in e.
Atoms and positions in Å:
C 1.954 -0.360 0.173  -0.620
C 0.937 0.233 -0.818  -0.710
P -0.549 0.868 -0.009  0.663
P -2.182 -0.604 0.450  0.574
S -3.878 0.240 0.550  -0.349
H 1.924 0.114 1.154  0.221
H 2.962 -0.226 -0.211  0.259
H 1.786 -1.427 0.307  0.235
H 0.587 -0.514 -1.533  0.268
H 1.355 1.054 -1.403  0.281
H -1.219 1.793 -0.811  0.083
H -0.215 1.545 1.166  0.075
H -1.860 -1.497 -0.587  0.004
H -1.602 -1.218 1.572  0.015

The calculation puts the electronic energy at -1162.197198 hartree. Its orbital gap is 9.6686 eV. Its net charge is +1. Its molar mass is 127.11 g mol⁻¹.

***

Entry 2:
The following is a DFT calculation (wB97M-V/def2-TZVPD) of C2H9PSi2 as an isolated structure in a non-equilibrium geometry.

Last column: natural (NBO) charge in e.
Atoms and positions in Å:
C -1.378 0.620 -0.951  -1.091
C 2.139 -0.032 2.136  -1.012
Si -0.760 -0.622 -2.204  0.867
Si -1.421 0.330 0.845  0.790
P 0.486 -0.341 2.898  0.297
H 2.109 -0.172 1.058  0.240
H 2.437 0.993 2.353  0.238
H 2.872 -0.709 2.573  0.234
H -1.449 -1.903 -2.045  -0.163
H 0.686 -0.884 -2.038  -0.164
H -0.952 -0.105 -3.560  -0.163
H -1.999 -0.943 1.250  -0.151
H -1.777 1.481 1.674  -0.151
H -1.256 1.652 -1.248  0.228

The calculation puts the electronic energy at -1001.754974 hartree. The energy above the lowest of the compared OMol25 structures with the same formula, charge and spin comes out at 46.7 kcal per mole. Its orbital gap (spin up / spin down) is 7.0593 / 6.1168 eV. Its net charge is 0. Its molar mass is 120.24 g mol⁻¹.

***

Entry 3:
The following is a DFT calculation (wB97M-V/def2-TZVPD) of C2HAuF5NO5S2 as an isolated structure in a non-equilibrium geometry.

Last column: natural (NBO) charge in e.
Atoms and positions in Å:
N 0.997 -0.023 -0.634  -0.760
S 2.486 0.637 -0.544  2.021
O 2.903 1.080 -1.871  -0.725
O 2.438 1.723 0.512  -0.902
C 3.565 -0.561 0.475  0.293
F 3.336 -1.816 0.030  -0.282
F 4.840 -0.270 0.100  -0.271
S 0.099 -0.328 0.666  2.098
O 0.736 0.010 1.978  -0.982
O -0.778 -1.485 0.578  -0.726
Au 2.552 0.492 2.049  1.212
C -1.016 1.132 -0.053  0.831
F -0.559 1.943 -0.990  -0.266
F -2.133 0.585 -0.510  -0.267
F -1.306 1.875 1.002  -0.276
O -5.359 0.622 -0.157  -0.392
H -4.413 0.822 0.017  0.393

The expectation value of S² is 3.770. The calculation puts the electronic energy at -1938.391431 hartree. As for the spin multiplicity: 4. Its orbital gap (spin up / spin down) is 8.7478 / 3.6676 eV. Its net charge is +1. Its molar mass is 475.12 g mol⁻¹.

***

Entry 4:
The following is a DFT calculation (wB97M-V/def2-TZVPD) of a 2-piece molecular cluster, C2HBr2Cl3 overall in a non-equilibrium geometry.

Last column: natural (NBO) charge in e.
Atoms and positions in Å:
C 0.385 0.651 -0.326  -0.336
C 0.891 -0.642 0.102  -0.136
Cl 0.767 -0.923 1.898  0.014
Cl 2.686 -0.731 -0.235  0.004
Cl 0.175 -2.024 -0.862  0.013
Br -4.625 1.179 0.366  -0.037
Br -1.377 0.905 -0.666  0.215
H 1.098 1.585 -0.277  0.262

The calculation puts the electronic energy at -6605.295199 hartree. The energy above the lowest of the compared OMol25 structures with the same formula, charge and spin comes out at 68.8 kcal per mole. Its orbital gap (spin up / spin down) is 9.5598 / 5.4160 eV. Its net charge is 0. Its molar mass is 291.20 g mol⁻¹.

***

Entry 5:
The following is a DFT calculation (wB97M-V/def2-TZVPD) of one molecule with the formula C2HBr2NO2 in a non-equilibrium geometry.

Last column: natural (NBO) charge in e.
Atoms and positions in Å:
C 1.405 -0.622 0.430  0.606
C -1.316 0.555 -0.413  -0.114
N -0.148 1.150 -0.606  -0.108
O 2.426 -1.073 0.042  -0.483
O 1.087 0.434 -0.416  -0.330
Br -2.762 1.734 -0.509  0.227
Br -1.505 -1.418 0.106  0.035
H 0.813 -0.759 1.366  0.169

The expectation value of S² is 2.012. The calculation puts the electronic energy at -5429.822863 hartree. As for the spin multiplicity: 3. Its orbital gap (spin up / spin down) is 6.5020 / 7.1713 eV. Its net charge is 0. Its molar mass is 230.84 g mol⁻¹.

***

Entry 6:
The following is a DFT calculation (wB97M-V/def2-TZVPD) of C2HBr3ClF as an isolated structure in a non-equilibrium geometry.

Last column: natural (NBO) charge in e.
Atoms and positions in Å:
C 1.732 0.358 -0.007  0.136
C -1.195 -0.331 -0.050  -0.392
F 1.851 -0.377 -1.040  -0.304
Cl 1.146 1.905 -0.340  0.034
Br -1.889 1.423 0.314  0.146
Br -2.089 -1.295 -1.482  0.128
Br -1.240 -1.464 1.607  0.054
H 1.685 -0.219 0.998  0.198

The calculation puts the electronic energy at -8358.743961 hartree. The energy above the lowest of the compared OMol25 structures with the same formula, charge and spin comes out at 82.5 kcal per mole. Its orbital gap (spin up / spin down) is 8.9984 / 6.0661 eV. Its net charge is 0. Its molar mass is 319.19 g mol⁻¹.

***

Entry 7:
The following is a DFT calculation (wB97M-V/def2-TZVPD) of a 2-piece molecular cluster, C2HBr3O2 overall in a non-equilibrium geometry.

Last column: natural (NBO) charge in e.
Atoms and positions in Å:
C 1.005 0.723 0.138  0.384
C 0.844 -0.453 -0.799  0.379
O 1.749 0.806 1.068  -0.422
O -0.063 -0.793 -1.470  -0.413
Br -0.264 2.121 -0.220  0.029
Br 2.310 -1.619 -0.493  0.042
Br -2.819 -1.031 0.633  -0.190
H -2.762 0.246 1.142  0.191

The calculation puts the electronic energy at -7949.315023 hartree. As for the SMILES: O=C(Br)C(=O)Br.Br. The energy above the lowest of the compared OMol25 structures with the same formula, charge and spin comes out at 2.3 kcal per mole. Its orbital gap is 9.1700 eV. Its net charge is 0. Its molar mass is 296.74 g mol⁻¹.

***

Entry 8:
The following is a DFT calculation (wB97M-V/def2-TZVPD) of a 2-piece molecular cluster, C2HBrFO2 overall in a non-equilibrium geometry.

Last column: natural (NBO) charge in e.
Atoms and positions in Å:
C 0.755 -1.121 0.109  0.922
C -0.273 0.840 -0.038  -0.083
O -0.097 -1.893 -0.052  -0.638
O 1.912 -0.966 0.440  -0.702
F -0.064 1.424 -1.222  -0.391
Br -2.180 0.131 0.125  -0.218
H -0.054 1.586 0.638  0.110

The calculation puts the electronic energy at -2901.189652 hartree. The energy above the lowest of the compared OMol25 structures with the same formula, charge and spin comes out at 28.3 kcal per mole. Its orbital gap is 7.0179 eV. Its net charge is -1. Its molar mass is 155.93 g mol⁻¹.

***

Entry 9:
The following is a DFT calculation (wB97M-V/def2-TZVPD) of C2HBrIN as an isolated structure in a non-equilibrium geometry.

Last column: natural (NBO) charge in e.
Atoms and positions in Å:
C 0.818 -1.115 0.747  0.187
C -0.173 -0.655 -0.142  -0.468
N 1.601 -1.627 1.397  -0.250
Br 0.171 -1.541 -1.780  0.126
I -2.053 -1.383 0.777  0.166
H -0.207 0.344 -0.266  0.240

The calculation puts the electronic energy at -3003.234929 hartree. The energy above the lowest of the compared OMol25 structures with the same formula, charge and spin comes out at 2.1 kcal per mole. Its orbital gap is 9.3544 eV. Its net charge is 0. Its molar mass is 245.84 g mol⁻¹.

***

Entry 10:
The following is a DFT calculation (wB97M-V/def2-TZVPD) of one molecule with the formula C2HBrN2O2 in a non-equilibrium geometry.

Last column: natural (NBO) charge in e.
Atoms and positions in Å:
C 0.118 0.541 1.596  0.197
C 0.559 -0.084 0.412  -0.367
N -0.183 1.142 2.513  -0.235
N 0.218 -1.872 0.643  0.582
O -0.968 -2.069 0.789  -0.335
O 1.167 -2.487 0.363  -0.285
Br 2.374 0.189 0.019  0.179
H -0.210 0.136 -0.304  0.263

The calculation puts the electronic energy at -2910.661209 hartree. As for the SMILES: N#C[C@@H](Br)[N+](=O)[O-]. The energy above the lowest of the compared OMol25 structures with the same formula, charge and spin comes out at 80.6 kcal per mole. Its orbital gap is 10.3750 eV. Its net charge is 0. Its molar mass is 164.95 g mol⁻¹.

***

Entry 11:
The following is a DFT calculation (wB97M-V/def2-TZVPD) of a 2-piece molecular cluster, C2HBrNO3 overall in a non-equilibrium geometry.

Last column: natural (NBO) charge in e.
Atoms and positions in Å:
C -0.682 -3.715 0.179  1.006
C -0.079 1.597 -0.239  -0.025
N 0.281 2.664 0.024  0.185
O -0.200 -4.410 -0.607  -0.588
O -1.250 -3.404 1.137  -0.589
O 0.830 3.653 0.323  -0.455
Br -0.835 -1.662 -1.066  -0.797
H -0.642 0.808 -0.504  0.263

The calculation puts the electronic energy at -2931.323215 hartree. The energy above the lowest of the compared OMol25 structures with the same formula, charge and spin comes out at 7.1 kcal per mole. Its orbital gap is 8.4544 eV. Its net charge is -1. Its molar mass is 166.94 g mol⁻¹.

***

Entry 12:
The following is a DFT calculation (wB97M-V/def2-TZVPD) of C2HBrOS2 as an isolated structure in a non-equilibrium geometry.

Last column: natural (NBO) charge in e.
Atoms and positions in Å:
C -1.888 1.783 0.073  0.267
C 0.262 0.700 0.050  -0.612
O -2.941 2.310 0.112  -0.520
S -0.945 1.275 -1.420  0.188
S -0.805 1.281 1.377  0.272
Br 1.861 1.448 0.002  0.165
H 0.265 -0.380 0.215  0.240

The calculation puts the electronic energy at -3522.413412 hartree. The energy above the lowest of the compared OMol25 structures with the same formula, charge and spin comes out at 8.6 kcal per mole. Its orbital gap is 9.4515 eV. Its net charge is 0. Its molar mass is 185.07 g mol⁻¹.